Entry from the OMol25 dataset: 2 unconnected molecules or ions with the total composition C2H7O in a non-equilibrium geometry (ωB97M-V/def2-TZVPD).

XYZ file:
```
10
Properties=species:S:1:pos:R:3:forces:R:3:mulliken_spin:R:1
O 1.03206 0.39488 -1.26667 -0.3204 0.3663 -0.7583 0.351
H 1.48371 -0.09816 -1.93129 0.8275 -0.5835 -1.4347 -0.020
H 0.65923 -0.31230 -0.66893 -2.2913 -0.9292 1.1761 0.070
H 1.67046 0.80768 -0.68840 0.9213 1.2184 1.1870 -0.001
C -0.52083 0.23824 1.19778 3.3411 5.1625 3.4659 0.403
C -1.03633 -0.72995 0.47943 -0.5248 -0.6276 -2.3853 0.369
H 0.37358 0.20481 1.82180 0.0464 -1.2180 0.2493 -0.047
H -0.66686 1.35015 1.27437 -1.1278 -1.1264 -0.9348 -0.030
H -0.66567 -1.69195 0.48706 0.4071 -2.1309 0.3265 -0.071
H -1.76799 -0.46904 -0.22451 -1.2790 -0.1317 -0.8916 -0.023
```
Positions in Å, forces in eV/Å.

Properties
* Kohn-Sham gap (spin up / spin down): 0.10285 / 0.31989 Ha
* F_max: 7.059 eV/A
* highest occupied orbital energy (spin up / spin down): -3.3 / -9.1 eV
* E_tot: -4228.382 eV
* multiplicity: 2
* lowest unoccupied orbital energy (spin up / spin down): -0.017 / -0.013 Eh
* ⟨S²⟩: 0.75

=====

Entry from the OMol25 dataset: a molecular structure, C26H28BBrMoN3O7 (ωB97M-V/def2-TZVPD).

XYZ file:
```
67
Properties=species:S:1:pos:R:3:forces:R:3:mulliken_spin:R:1
Mo 1.47492 0.08338 -0.54854 -0.2576 0.4433 -0.4047 2.028
O 0.30980 -2.23800 -2.88258 0.0518 0.0589 -0.0058 0.008
C 0.03406 -1.07677 -3.06503 -0.1957 -0.1076 0.0919 0.001
N 0.43340 -0.01241 -2.23447 0.0560 0.0073 0.1116 0.048
C -0.09496 1.20161 -2.71439 -0.0060 0.0404 -0.0138 -0.044
O 0.10499 2.25279 -2.15369 0.0741 -0.0167 -0.1340 0.000
C -0.87498 0.89098 -3.93543 -0.0002 -0.0274 0.0087 0.005
C -1.58118 1.71787 -4.78488 -0.0103 0.0067 0.0184 0.000
C -2.22697 1.11672 -5.86026 -0.0054 0.0060 -0.0038 0.001
C -2.15930 -0.25960 -6.06632 -0.0099 0.0002 -0.0020 0.001
C -1.44355 -1.08452 -5.20476 0.0285 -0.0113 0.0001 0.000
C -0.80571 -0.48032 -4.14085 0.0572 0.0485 -0.0326 -0.003
H -1.62716 2.78531 -4.61742 0.0022 0.0026 -0.0045 0.000
H -2.79246 1.72597 -6.55234 0.0040 0.0035 -0.0007 0.000
H -2.67267 -0.69072 -6.91523 0.0001 -0.0039 0.0025 0.000
H -1.38261 -2.15290 -5.36093 -0.0015 0.0011 -0.0036 0.000
Br 1.55934 -1.26918 3.63433 0.0010 -0.0156 0.0144 0.001
C 2.31851 0.37452 3.10088 -0.0202 0.0435 -0.0168 -0.003
C 2.44429 1.40365 4.01621 -0.0187 -0.0100 0.0072 -0.002
C 3.00441 2.60997 3.61156 -0.0007 0.0084 -0.0037 0.001
C 3.42683 2.79815 2.30543 0.0099 0.0128 -0.0082 0.009
C 3.29152 1.76377 1.39433 0.0398 -0.0796 -0.0159 -0.020
C 2.74954 0.54865 1.79627 -0.0547 -0.0373 -0.0652 0.021
C 3.64774 1.97855 -0.04215 -0.1587 0.3155 0.0745 -0.002
O 4.31788 2.87244 -0.44875 0.0608 -0.1254 -0.0094 0.000
O 3.04633 1.08066 -0.87625 0.0854 -0.2347 -0.0019 -0.005
H 2.11507 1.26351 5.03659 -0.0003 0.0007 -0.0019 0.000
H 3.10398 3.41214 4.33058 -0.0021 0.0000 -0.0026 0.000
H 3.84819 3.73741 1.97464 -0.0017 -0.0012 -0.0002 0.000
H 2.78797 -0.32330 1.13359 0.2002 -0.1962 0.2377 -0.013
C -3.45190 1.72069 1.37266 0.0141 0.0135 0.0050 0.001
C -2.13586 2.19686 0.79550 -0.0075 0.0155 0.0078 -0.004
C -2.36348 3.18203 -0.33925 0.0389 0.0486 0.0190 0.001
O -1.44662 1.04120 0.20539 -0.0474 -0.1330 0.0447 -0.008
B -0.12436 1.24341 0.42531 0.0759 0.0084 -0.0228 -0.176
O 0.17769 2.25350 1.28127 -0.0155 0.0228 0.0145 0.014
C -1.10013 2.69898 1.85283 -0.0084 -0.0004 -0.0196 -0.003
C -1.22722 2.00275 3.19907 0.0051 -0.0067 -0.0178 -0.003
C -1.04071 4.20139 2.02731 -0.0062 -0.0142 0.0001 0.000
H -4.09927 1.37869 0.56585 -0.0016 0.0023 -0.0008 0.000
H -3.95660 2.53990 1.88775 -0.0031 -0.0002 0.0007 0.000
H -3.31171 0.90002 2.07285 -0.0023 -0.0028 0.0038 0.000
H -2.96338 2.69747 -1.10982 -0.0024 -0.0067 -0.0040 0.000
H -1.42070 3.49380 -0.78953 -0.0588 0.0126 0.0372 0.000
H -2.90099 4.06313 0.01068 -0.0226 -0.0009 0.0068 0.000
H -1.23146 0.91726 3.08478 -0.0080 -0.0061 0.0014 -0.001
H -2.13893 2.30348 3.71474 -0.0009 0.0035 0.0015 0.000
H -0.37464 2.27974 3.81917 0.0008 0.0017 0.0011 0.000
H -0.79632 4.70380 1.09440 0.0024 -0.0008 -0.0052 0.000
H -0.27568 4.44954 2.76323 -0.0036 0.0057 0.0009 0.000
H -1.99725 4.57971 2.39193 -0.0031 -0.0007 -0.0022 0.000
N 0.85538 -1.76478 0.04761 0.1912 -0.1322 0.1011 -0.032
C 0.58858 -2.89119 0.16574 -0.0979 0.0423 0.0428 0.156
N 0.25366 -4.12201 0.29288 0.0415 -0.0182 -0.0435 0.007
C 0.17387 -5.01672 -0.88764 -0.0114 -0.0179 0.0112 0.010
C 1.24150 -6.08624 -0.73841 0.0083 0.0099 0.0001 0.001
O 1.10804 -6.75479 0.50136 -0.0003 -0.0009 -0.0076 0.000
C 1.30494 -5.88281 1.59351 -0.0022 0.0137 -0.0045 0.002
C 0.24015 -4.79738 1.60741 -0.0118 -0.0189 0.0164 0.007
H 0.29751 -4.42008 -1.78885 0.0180 0.0131 -0.0162 -0.004
H -0.81981 -5.46596 -0.88054 -0.0044 0.0081 -0.0022 0.000
H 2.23918 -5.63587 -0.82094 -0.0024 -0.0040 -0.0004 0.000
H 1.13097 -6.83552 -1.51959 -0.0030 0.0011 -0.0013 0.000
H 2.30246 -5.42646 1.54342 -0.0002 -0.0042 0.0000 0.000
H 1.23896 -6.48162 2.49996 -0.0021 0.0010 -0.0002 0.000
H 0.41678 -4.06096 2.38923 0.0079 0.0036 -0.0054 -0.002
H -0.74987 -5.23526 1.73860 -0.0043 0.0087 0.0020 0.001
```
Positions in Å, forces in eV/Å.

Properties
* total charge: +1
* Kohn-Sham gap (spin up / spin down): 0.28939 / 0.30230 Ha
* F_max: 0.653 eV/A
* highest occupied orbital energy (spin up / spin down): -11.9 / -12.3 eV
* E_tot: -118790.953 eV
* multiplicity: 3
* lowest unoccupied orbital energy (spin up / spin down): -0.147 / -0.149 Eh
* ⟨S²⟩: 2.02

=====

Entry from the OMol25 dataset: 10 unconnected molecules or ions with the total composition C22H48N4O26 in a non-equilibrium geometry (ωB97M-V/def2-TZVPD).

XYZ file:
```
100
Properties=species:S:1:pos:R:3:forces:R:3:mulliken_charge:R:1
C -1.00275 -2.02996 3.07935 -1.3093 0.3670 0.5208 -0.698
N 0.28624 -1.46707 3.59325 0.3301 -1.3065 -1.2630 1.057
O 0.21305 -0.41951 4.18121 0.1963 0.6356 0.4987 -0.538
O 1.31495 -2.08884 3.35797 -0.7783 0.4844 0.2132 -0.524
H -1.07160 -2.17528 2.00127 0.7845 -0.0418 0.0405 0.182
H -1.76448 -1.29731 3.34597 0.1365 0.0492 -0.0589 0.153
H -1.27529 -2.93036 3.62988 0.5378 -0.1432 -0.1235 0.360
C 1.23589 -4.97714 1.42365 -0.3227 -1.0404 -0.3186 -0.215
N 1.74135 -5.41494 2.76174 1.4900 0.4603 2.9907 0.884
O 2.75649 -4.82069 3.16263 -1.2552 -0.7791 -1.0540 -0.502
O 1.18147 -6.25655 3.49786 0.2067 1.3815 -2.4282 -0.568
H 2.06161 -4.64534 0.79421 0.1353 -0.0169 0.4569 0.056
H 0.52286 -4.15922 1.52705 0.0571 -0.2206 0.3013 -0.032
H 0.77953 -5.86549 0.98698 -0.2446 0.2582 -0.0301 0.378
C 1.46108 2.03318 2.51280 -0.5747 -0.5281 0.3487 -0.486
N 2.01223 2.51763 1.22205 0.9163 0.8572 1.0228 1.097
O 3.05909 2.04105 0.83786 -0.0536 -0.4191 -0.2837 -0.601
O 1.46367 3.47456 0.72787 -0.4002 0.0011 -0.3734 -0.586
H 0.38108 1.99947 2.36945 0.1140 -0.3334 0.0837 -0.178
H 1.64082 2.72943 3.33196 0.2612 0.4370 -0.4707 0.406
H 1.93353 1.09760 2.81211 -0.2499 -0.0267 -0.4362 0.323
C 0.03087 -3.29077 -3.30939 -0.6553 0.4641 0.9013 -0.506
N -1.15702 -3.91528 -2.60522 1.6882 -0.5513 -1.9206 1.114
O -2.23494 -3.58375 -2.95863 -2.2475 1.3137 -0.7670 -0.575
O -0.94529 -4.76799 -1.80971 0.8185 -1.5337 2.0308 -0.607
H 0.93703 -3.79462 -2.97312 -0.2154 0.2257 -0.0526 0.293
H -0.11650 -2.29418 -2.89321 0.8780 0.3045 -0.3598 -0.049
H -0.09991 -3.29020 -4.39152 -0.2176 -0.1556 0.2677 0.300
C -1.72461 0.88191 0.27993 -0.0064 0.5183 -0.2103 -0.551
O -0.38830 0.84391 -0.27593 0.1745 -0.3310 -0.2541 -0.211
C 0.18554 -0.33389 -0.56456 -2.5363 -0.7806 1.5252 0.495
O -0.36281 -1.41138 -0.45682 -0.4165 -0.3262 0.0441 -0.453
O 1.39743 -0.17217 -0.89094 3.4150 0.6796 -0.6185 -0.200
C 2.35212 -1.28081 -0.75254 -0.4308 0.0958 -0.2097 -0.265
H -2.36578 0.02481 0.07410 0.4531 -0.0867 -0.2227 0.393
H -2.15958 1.77105 -0.17651 -0.1345 -0.1555 0.2477 0.149
H -1.64047 1.04110 1.35496 0.0155 -0.0245 -0.0021 0.182
H 3.34532 -0.84593 -0.86448 -0.3437 0.0408 -0.0635 -0.203
H 2.16313 -2.02271 -1.52841 0.0631 0.1255 0.0450 0.154
H 2.27877 -1.75344 0.22691 -0.1964 0.2091 -0.0067 0.423
C -2.45620 0.54976 -3.26887 0.8972 -0.5721 0.2912 -0.294
O -3.52075 0.67234 -2.30837 -0.2717 0.9765 -0.7924 -0.180
C -4.43671 1.65331 -2.49314 0.7964 0.8954 -2.1962 0.839
O -4.45595 2.51436 -3.35513 0.7856 -0.7510 0.3250 -0.625
O -5.35864 1.52063 -1.61538 -1.0716 -0.8373 2.8773 -0.241
C -6.50634 2.34662 -1.62038 -1.0080 0.1844 -1.3570 -0.902
H -2.60551 -0.33399 -3.88919 -0.3271 0.0212 0.0796 0.316
H -1.56754 0.36750 -2.66458 0.0020 -0.1071 0.0376 -0.176
H -2.18510 1.37994 -3.92109 -0.8860 0.4244 0.3163 0.354
H -7.02813 2.44905 -0.66888 0.8688 -0.3627 0.3519 0.234
H -7.21136 1.83949 -2.27907 -0.2011 0.1489 -0.1197 0.359
H -6.33776 3.33475 -2.04848 0.3344 -0.1266 0.0714 0.405
C 3.30974 1.25106 -3.28206 -0.5218 1.3235 -0.6884 -0.768
O 3.43468 -0.16486 -3.61420 -0.0270 1.0601 0.7319 -0.054
C 3.96473 -0.44397 -4.78430 1.9753 3.0878 -4.0208 0.607
O 4.55145 0.38350 -5.56298 -2.0311 -3.1780 2.9172 -0.622
O 3.71533 -1.71354 -5.09803 -0.1204 -0.0891 0.2463 -0.244
C 4.04778 -2.20823 -6.39167 0.4236 -0.9397 -0.7894 -0.720
H 2.26968 1.50051 -3.07191 -0.0233 -0.7654 0.5231 0.177
H 3.49975 1.93761 -4.10708 0.4221 -0.7397 -0.5587 0.446
H 3.94519 1.66617 -2.49977 0.1167 -1.0691 0.3463 0.320
H 3.50256 -1.79562 -7.24054 -0.1383 0.7058 0.4568 0.306
H 3.79026 -3.26721 -6.40979 -0.1916 0.0301 0.5052 0.255
H 5.10902 -2.20161 -6.64030 0.0713 0.5701 0.3983 0.302
C 5.21962 -5.81333 0.42738 -0.6534 -0.0537 0.1278 -0.419
O 6.19105 -4.79920 0.06408 0.1207 -1.6276 0.7754 -0.355
C 5.85174 -3.52588 0.06090 -1.9884 0.1913 -0.6757 0.835
O 4.68834 -3.14604 0.20440 2.1041 0.3526 -0.1157 -0.593
O 6.96410 -2.85481 -0.26248 -0.3570 -0.5480 0.2663 -0.357
C 6.94619 -1.44327 -0.47345 -0.4381 -0.3622 0.4050 -0.172
H 5.68199 -6.66083 0.93341 0.7086 0.3081 -0.3441 0.311
H 4.69547 -6.18994 -0.45098 0.2705 0.1757 -0.2388 0.292
H 4.44024 -5.51426 1.12824 0.2437 0.8241 -0.0381 0.033
H 5.92024 -1.15223 -0.69890 0.1786 0.3303 -0.0874 -0.063
H 7.64438 -1.26008 -1.29019 -0.2163 0.1297 0.0879 0.237
H 7.29591 -0.99200 0.45507 -0.0782 0.3019 -0.1881 0.260
C -5.70389 1.73636 3.84058 -0.0386 -0.2986 0.2303 -0.600
O -5.43966 2.94042 3.13640 0.1497 1.0001 -0.2484 -0.333
C -4.94756 2.96648 1.90873 -0.2436 0.4672 -2.3732 0.854
O -4.53928 2.03338 1.24893 -0.1032 0.8946 1.0578 -0.459
O -5.12484 4.26493 1.38872 0.4620 -1.6786 2.4158 -0.397
C -4.47152 4.67065 0.21380 0.1046 -0.4341 -1.5841 -0.557
H -4.81802 1.13226 4.03656 0.1844 0.2088 -0.1914 0.192
H -6.43800 1.10520 3.33976 -0.0010 0.1799 -0.1869 0.308
H -6.10850 2.09572 4.78676 0.0043 -0.2197 -0.0740 0.255
H -5.16065 4.49478 -0.61219 -0.0473 0.3794 -0.0962 0.237
H -3.56860 4.14427 -0.09565 0.0771 -0.4392 0.7295 0.148
H -4.18989 5.72280 0.25581 -0.4274 -0.0546 0.3702 0.324
C -1.84107 6.36969 1.81570 0.2038 1.7035 1.3167 -0.960
O -1.93365 4.98054 2.02510 0.1165 -0.6820 -0.9685 -0.097
C -1.66375 4.54965 3.25629 -0.3793 0.1971 0.8144 0.553
O -1.44647 5.27202 4.20925 -0.0021 -1.4074 -0.7670 -0.599
O -1.76502 3.19177 3.20281 0.3101 0.0302 0.8282 0.035
C -1.70854 2.39732 4.43323 -0.2764 0.6749 0.0583 -0.654
H -2.32037 6.84696 2.67045 -0.1620 0.2255 -0.1067 0.406
H -2.29182 6.77637 0.91041 -0.1815 -1.0261 -0.1387 0.254
H -0.81895 6.74734 1.84271 0.2447 -0.4397 -0.0816 0.345
H -1.81821 1.34535 4.16970 0.0733 0.2669 -0.3930 0.042
H -2.52608 2.66782 5.10147 -0.1001 0.1721 -0.1563 0.408
H -0.79092 2.51130 5.01036 0.1802 0.2596 -0.3939 0.337
```
Positions in Å, forces in eV/Å.

Properties
* Kohn-Sham gap: 0.38981 Ha
* F_max: 5.441 eV/A
* highest occupied orbital energy: -10.7 eV
* E_tot: -82774.306 eV
* lowest unoccupied orbital energy: -0.004 Eh

=====

Entry from the OMol25 dataset: 2 unconnected molecules or ions with the total composition C2H3Cl2NO3 in a non-equilibrium geometry (ωB97M-V/def2-TZVPD).

XYZ file:
```
11
Properties=species:S:1:pos:R:3:forces:R:3:mulliken_charge:R:1
O 4.01920 0.65500 -0.46723 2.8947 -1.0082 -0.7551 -0.555
N 2.93900 0.90144 -0.13723 -0.3922 -0.0580 2.8064 1.095
O 2.05147 1.35742 -0.72957 -2.8862 1.4005 -2.1695 -0.491
O 2.66634 0.65251 1.21752 4.2308 -2.3376 -0.4890 -0.333
H 1.90194 1.09403 1.41144 -3.6788 1.9356 0.5078 0.283
C -1.15310 -0.17410 -0.62520 0.2055 -0.0604 1.6675 -0.661
C -1.08207 0.95537 0.06961 0.0574 0.9044 -1.6290 0.504
Cl -1.62139 2.30613 -0.89234 0.0706 0.8299 0.2846 -0.200
Cl -0.39452 1.49028 1.58219 -0.7298 -0.9363 -0.3712 -0.166
H -1.42520 -0.13520 -1.66020 -0.3120 0.0353 -0.1391 0.258
H -1.03047 -1.12234 -0.16499 0.5398 -0.7054 0.2866 0.267
```
Positions in Å, forces in eV/Å.

Properties
* Kohn-Sham gap: 0.38454 Ha
* F_max: 4.858 eV/A
* highest occupied orbital energy: -10.1 eV
* E_tot: -34794.836 eV
* lowest unoccupied orbital energy: 0.014 Eh

=====

Results for energy relative to the best compared isomer or geometry (same formula, charge and spin): 414.3; 0.0; 166.8; 119.8 (in kJ/mol, following the order of the records).